{"formula": "C2H10N4O", "method": "ωB97M-V with the def2-TZVPD basis set", "de_lowest_ev": 2.387, "gap_ha": 0.320, "smiles": "N[C@@H](O)C(N)(N)N", "e_homo_ha": -0.284, "elements": ["N", "C", "O", "C", "N", "N", "N", "H", "H", "H", "H", "H", "H", "H", "H", "H", "H"], "xyz": [[1.323077, -0.143326, 1.627613], [1.068853, -0.577684, 0.304623], [0.878974, -1.951359, 0.230012], [-0.353764, 0.265486, -0.444427], [-1.444569, -0.292528, 0.202187], [-0.267445, 1.661004, -0.200346], [-0.418556, 0.000387, -1.829436], [0.556587, -0.360423, 2.259892], [1.481455, 0.861012, 1.674328], [1.874063, -0.292385, -0.374893], [1.011835, -2.314688, 1.124648], [-1.526343, -1.305098, 0.159155], [-2.536601, 0.210400, 0.056186], [-0.566050, 2.310612, -0.919187], [-0.159722, 2.015573, 0.742923], [0.436438, -0.052521, -2.376375], [-1.358234, -0.034460, -2.236903]], "atomic_forces_ev_per_a": [[0.17, 0.26, 0.59], [-2.09, 1.79, -2.04], [-0.27, -0.42, 0.71], [1.83, -1.01, 0.48], [-5.79, 0.68, 1.79], [0.84, 0.98, 0.28], [0.33, -0.29, -0.98], [-0.16, 0.05, -0.27], [0.14, -0.32, -0.10], [0.21, 0.17, 0.15], [0.02, 0.17, -0.55], [0.10, 0.34, -0.33], [4.56, -1.84, 0.28], [0.15, -0.45, 0.35], [-0.38, -0.19, -0.42], [-0.78, 0.17, 0.00], [1.13, -0.07, 0.06]]}